No. 1
ORCA calculation (the ωB97M-V functional and the def2-TZVPD basis) on a molecular structure, C10H26ClINO3P2W at a distorted geometry.

```
45
Properties=species:S:1:pos:R:3
C -3.068 2.782 -3.316
C -1.783 2.188 -3.149
H -3.216 3.293 -4.290
H -3.197 3.523 -2.505
H -3.820 1.978 -3.227
O -0.696 1.894 -3.435
I -4.263 1.146 1.072
W -1.994 0.153 1.360
P -1.489 -0.891 -0.616
C 0.061 -1.309 -1.454
C -1.535 -2.188 0.641
H -2.272 -2.926 0.307
H -2.458 -2.012 -2.459
H -1.842 -1.801 1.663
H -3.730 -1.202 -1.480
H 0.888 -1.377 -0.732
H -0.530 -2.612 0.755
C -2.726 -1.103 -1.905
H -0.088 -2.299 -1.909
H -2.699 -0.232 -2.576
H 0.259 -0.562 -2.234
P -0.358 1.634 0.639
C 1.224 1.383 -0.221
C -0.845 3.322 0.219
H -0.521 0.752 2.961
H 0.149 2.416 2.841
H 1.169 0.960 2.413
C 0.161 1.423 2.371
H -1.613 3.701 0.900
H 0.042 3.965 0.274
H 1.956 2.114 0.157
H 1.099 1.521 -1.307
H -1.246 3.342 -0.807
H 1.619 0.380 -0.010
Cl -2.189 -0.738 3.467
N 4.390 -2.912 0.803
C 4.364 -2.158 2.077
C 2.998 -1.467 2.072
O 2.920 -0.427 2.745
O 2.149 -2.085 1.367
H 3.535 -3.489 0.796
H 5.231 -3.475 0.712
H 4.329 -2.277 -0.001
H 4.466 -2.887 2.881
H 5.172 -1.442 2.138
```

E_tot in a.u.: -2183.66822
Multiplicity: 3
Frontier orbital gap (spin up / spin down) in eV: 4.46 / 4.46
Total charge: +3

---

No. 2
ORCA calculation (the ωB97M-V functional and the def2-TZVPD basis) on 2 unconnected molecules or ions with the total composition H2P2S4 at a distorted geometry.

```
8
Properties=species:S:1:pos:R:3
P -0.881 1.091 1.957
P -1.510 -1.598 0.559
S 1.543 -0.216 -1.323
S -0.057 -1.243 1.867
S -2.018 0.339 0.027
S 0.542 2.180 1.264
H 2.001 -0.673 -2.437
H 0.379 0.121 -1.913
```

E_tot in a.u.: -2276.67574
Multiplicity: 1
Frontier orbital gap in eV: 6.72

---

No. 3
ORCA calculation (the ωB97M-V functional and the def2-TZVPD basis) on 3 unconnected molecules or ions with the total composition C5H16NO2 at a distorted geometry.

```
24
Properties=species:S:1:pos:R:3
C -2.069 1.002 0.284
C -2.152 -0.019 -0.881
C -0.824 -0.501 -1.452
C 0.181 -1.079 -0.502
C -0.103 -2.023 0.381
N 1.584 -0.620 -0.518
H -3.067 1.358 0.485
H -1.581 0.541 1.136
H -1.476 1.860 -0.044
H -2.770 -0.880 -0.588
H -2.719 0.382 -1.718
H -0.330 0.390 -1.897
H -1.071 -1.092 -2.340
H 0.684 -2.571 0.891
H -1.014 -2.580 0.561
H 1.610 0.406 -0.391
H 2.104 -0.976 0.293
H 2.004 -0.840 -1.418
H 2.361 0.517 2.413
H 2.312 -0.948 2.867
O 1.988 -0.335 2.188
H 2.102 2.830 0.480
H 0.730 2.865 -0.180
O 1.517 2.317 -0.053
```

E_tot in a.u.: -405.08841
Multiplicity: 1
Frontier orbital gap in eV: 10.96
Total charge: +1

---

No. 4
ORCA calculation (the ωB97M-V functional and the def2-TZVPD basis) on a molecular structure, C3HF3O2 at a distorted geometry.

```
9
Properties=species:S:1:pos:R:3
C -1.252 0.172 1.417
C -1.071 -0.378 0.032
C -0.357 -2.113 -0.319
O -1.895 0.354 2.385
O -0.094 0.314 0.866
F 0.546 -1.868 -1.250
F 0.162 -2.473 0.855
F -1.206 -2.998 -0.735
H -1.300 0.157 -0.993
```

E_tot in a.u.: -564.90754
Multiplicity: 1
Frontier orbital gap in eV: 11.55

---

No. 5
ORCA calculation (the ωB97M-V functional and the def2-TZVPD basis) on 2 unconnected molecules or ions with the total composition C6H17NO at a distorted geometry.

```
25
Properties=species:S:1:pos:R:3
C -1.294 1.619 -1.626
C -0.941 0.929 -0.320
C -1.430 1.834 0.866
C 0.622 0.731 -0.137
C 1.020 -0.591 0.459
C 0.693 -0.702 2.008
N 2.412 -0.932 0.214
H -2.150 2.312 -1.596
H -1.545 0.996 -2.502
H -0.373 2.153 -1.931
H -1.558 0.034 -0.144
H -0.622 1.998 1.572
H -2.312 1.333 1.251
H -1.641 2.859 0.556
H 0.939 1.654 0.358
H 1.104 0.727 -1.147
H 0.370 -1.378 0.098
H 1.600 -0.964 2.568
H 0.064 -1.569 2.178
H 0.292 0.200 2.429
H 2.962 -0.172 -0.155
H 2.822 -1.402 0.999
O -0.961 -2.593 -1.304
H -0.081 -2.892 -1.117
H -0.889 -1.866 -1.957
```

E_tot in a.u.: -368.75739
Multiplicity: 1
SMILES: CC(C)C[C@H](C)N.O
Frontier orbital gap in eV: 9.86

---

No. 6
ORCA calculation (the ωB97M-V functional and the def2-TZVPD basis) on a single C23H30N4O4S molecule at a distorted geometry.

```
62
Properties=species:S:1:pos:R:3
C -5.336 -1.877 0.550
N -4.193 -1.667 1.401
C -3.302 -2.790 1.539
S -3.435 -0.190 1.211
O -4.459 0.809 1.174
O -2.409 -0.107 2.205
C -2.653 -0.278 -0.404
C -3.351 0.109 -1.531
C -2.720 0.067 -2.765
C -1.407 -0.364 -2.856
C -0.727 -0.792 -1.721
C 0.689 -1.258 -1.833
O 1.570 -0.594 -2.349
N 0.897 -2.494 -1.331
C 2.204 -3.119 -1.326
C 2.994 -2.701 -0.072
O 3.267 -3.481 0.816
N 3.305 -1.399 -0.080
C 3.911 -0.732 1.057
C 2.875 -0.469 2.157
C 1.876 0.600 1.721
N 2.600 1.817 1.414
C 1.765 3.006 1.366
C 0.614 2.967 0.387
C -0.673 2.678 0.825
C -1.737 2.670 -0.058
C -1.522 2.925 -1.402
C -0.241 3.187 -1.855
C 0.818 3.219 -0.965
C 3.456 1.618 0.263
C 4.533 0.589 0.612
C -1.358 -0.747 -0.483
H -5.881 -0.937 0.505
H -5.977 -2.642 0.989
H -5.050 -2.188 -0.463
H -2.471 -2.469 2.162
H -3.825 -3.608 2.034
H -2.926 -3.143 0.569
H -4.360 0.474 -1.422
H -3.246 0.384 -3.653
H -0.896 -0.374 -3.807
H 0.160 -2.952 -0.820
H 2.738 -2.790 -2.221
H 2.088 -4.203 -1.336
H 3.002 -0.827 -0.858
H 4.679 -1.410 1.448
H 3.397 -0.119 3.048
H 2.359 -1.398 2.400
H 1.174 0.801 2.532
H 1.292 0.242 0.852
H 2.420 3.850 1.130
H 1.369 3.154 2.376
H -0.854 2.467 1.869
H -2.733 2.471 0.310
H -2.352 2.929 -2.094
H -0.066 3.384 -2.903
H 1.809 3.458 -1.323
H 3.938 2.568 0.019
H 2.887 1.287 -0.625
H 5.134 0.980 1.434
H 5.184 0.426 -0.248
H -0.847 -1.016 0.429
```

E_tot in a.u.: -1812.64948
Multiplicity: 1
SMILES: CN(C)S(=O)(=O)c1cccc(C(=O)NCC(=O)NC2CCN(Cc3ccccc3)CC2)c1
Frontier orbital gap in eV: 8.64

---

No. 7
ORCA calculation (the ωB97M-V functional and the def2-TZVPD basis) on a molecular structure, C29H24FeNTe.

```
56
Properties=species:S:1:pos:R:3
Fe -0.026 -0.251 0.228
C 2.074 -0.300 0.963
C 1.189 -0.392 2.059
C 0.180 0.546 2.263
C 0.034 1.603 1.341
C 0.900 1.709 0.252
C 1.928 0.759 0.075
H 2.837 -1.051 0.816
H 1.271 -1.239 2.728
H -0.504 0.440 3.092
H -0.776 2.308 1.452
H 0.754 2.490 -0.479
H 2.569 0.831 -0.793
C 0.774 -0.891 -3.913
C -0.410 -0.460 -4.506
C -1.431 0.007 -3.708
C -1.260 0.055 -2.324
N -0.093 -0.321 -1.765
C 0.884 -0.806 -2.544
C -2.293 0.397 -1.349
C -3.591 0.766 -1.696
C -4.537 0.962 -0.706
C -4.184 0.780 0.625
C -2.886 0.418 0.965
C -1.909 0.229 -0.010
H 1.592 -1.282 -4.499
H -0.534 -0.509 -5.579
H -2.372 0.311 -4.142
H 1.782 -1.133 -2.035
H -3.876 0.889 -2.734
H -5.547 1.246 -0.968
H -4.925 0.920 1.402
H -2.648 0.274 2.015
Te -1.027 -2.619 0.570
C 0.028 -4.389 0.139
C -0.317 -5.520 0.871
C 0.319 -6.725 0.604
C 1.294 -6.795 -0.381
C 1.640 -5.663 -1.104
C 1.006 -4.456 -0.846
C -2.597 -2.841 -0.808
C -3.897 -2.872 -0.322
C -4.957 -2.943 -1.216
C -4.716 -2.988 -2.581
C -3.413 -2.963 -3.061
C -2.350 -2.883 -2.175
H -1.076 -5.467 1.641
H 0.052 -7.608 1.169
H 1.786 -7.737 -0.585
H 2.400 -5.720 -1.872
H 1.274 -3.572 -1.414
H -4.085 -2.832 0.743
H -5.972 -2.967 -0.842
H -5.546 -3.048 -3.273
H -3.225 -3.007 -4.126
H -1.333 -2.860 -2.552
```

E_tot in a.u.: -2705.73947
Multiplicity: 1
Frontier orbital gap in eV: 8.46
Total charge: +1

---

No. 8
ORCA calculation (the ωB97M-V functional and the def2-TZVPD basis) on a gas-phase ion, C5H11N2 (charge +1) at a distorted geometry.

```
18
Properties=species:S:1:pos:R:3
C -0.296 1.394 0.833
C -1.711 0.893 0.719
C 1.937 -1.177 -0.489
C -1.942 -0.463 -1.272
C 1.846 0.140 0.325
N -1.488 -0.376 0.008
N 0.370 0.449 0.280
H 0.085 2.222 1.311
H -1.889 0.545 1.719
H -2.550 1.487 0.349
H 2.958 -1.373 -0.595
H 1.589 -2.063 0.128
H 1.436 -1.153 -1.376
H -1.904 0.465 -1.909
H -1.389 -1.102 -1.953
H -2.964 -0.867 -1.334
H 2.303 1.044 -0.196
H 2.071 0.075 1.329
```

E_tot in a.u.: -306.19383
Multiplicity: 1
Frontier orbital gap (spin up / spin down) in eV: 8.58 / 8.33
Total charge: +1

---

No. 9
ORCA calculation (the ωB97M-V functional and the def2-TZVPD basis) on 15 unconnected molecules or ions with the total composition C4H40N2O14 at a distorted geometry.

```
60
Properties=species:S:1:pos:R:3
C 0.351 2.946 2.353
C -0.215 3.585 1.080
C -0.599 2.604 -0.090
C -0.210 0.886 -1.754
N 0.379 1.528 -0.550
N -0.130 1.541 2.603
H 1.383 2.990 2.367
H -0.014 3.564 3.289
H 0.421 4.336 0.771
H -1.278 4.002 1.335
H -1.614 2.257 -0.008
H -0.643 3.277 -0.994
H -0.562 -0.106 -1.597
H 0.495 1.020 -2.599
H -1.180 1.306 -2.058
H 1.322 2.025 -0.787
H -0.929 1.464 3.083
H -0.123 1.020 1.768
H 2.082 -0.881 -0.580
H 3.275 -0.590 -1.548
O 2.933 -1.251 -1.111
H 3.190 2.598 -2.739
H 3.348 1.169 -1.981
O 3.492 1.678 -2.707
H -2.871 -1.395 -3.932
H -1.979 -0.644 -2.978
O -1.877 -1.095 -3.768
H -1.868 -0.628 3.216
H -1.238 -1.227 1.788
O -1.954 -0.880 2.242
H 2.149 -0.473 2.586
H 1.696 0.882 3.283
O 2.431 0.238 3.242
H 2.005 0.899 1.170
H 3.570 0.777 1.145
O 2.825 0.985 0.667
H -1.264 -3.429 -2.409
H -0.169 -3.545 -1.335
O -1.044 -3.939 -1.623
H 0.623 -2.205 1.803
H 0.913 -1.061 0.810
O 0.453 -1.247 1.629
H -2.927 -1.678 -0.093
H -4.553 -1.640 -0.017
O -3.768 -1.440 -0.420
H -4.043 2.128 0.459
H -3.755 1.711 2.035
O -3.768 2.466 1.315
H 1.537 -1.531 -3.623
H 2.720 -2.204 -3.182
O 2.031 -2.328 -3.656
H -3.721 -0.116 -1.177
H -3.029 0.959 -0.949
O -3.486 0.694 -1.753
H 3.280 -2.827 1.519
H 2.886 -3.052 0.030
O 2.442 -3.060 0.912
H 0.958 -4.632 1.266
H -0.521 -4.423 0.846
O 0.138 -4.004 1.404
```

E_tot in a.u.: -1339.06794
Multiplicity: 1
Frontier orbital gap in eV: 9.24

---

No. 10
ORCA calculation (the ωB97M-V functional and the def2-TZVPD basis) on 2 unconnected molecules or ions with the total composition C4H12NOS.

```
19
Properties=species:S:1:pos:R:3
C 1.923 -1.401 -1.604
C 1.547 -0.092 -0.933
S 2.685 0.368 0.424
H 2.094 -2.179 -0.865
H 2.795 -1.288 -2.253
H 1.078 -1.727 -2.222
H 1.575 0.736 -1.638
H 0.515 -0.204 -0.513
H 1.900 0.003 1.446
C -1.773 -0.464 0.616
O -1.054 -1.050 -0.376
C -2.413 0.862 0.176
N -3.285 1.446 1.223
H -2.626 -1.094 0.980
H -1.149 -0.237 1.517
H -1.644 1.586 -0.078
H -2.948 0.634 -0.752
H -3.934 2.104 0.806
H -3.860 0.703 1.606
```

E_tot in a.u.: -687.76638
Multiplicity: 1
Frontier orbital gap in eV: 6.30
Total charge: -1

---

No. 11
ORCA calculation (the ωB97M-V functional and the def2-TZVPD basis) on 10 unconnected molecules or ions with the total composition C36H51ClN9O4 at a distorted geometry.

```
101
Properties=species:S:1:pos:R:3
Cl 0.312 -0.487 -0.165
O 0.709 -1.618 -0.960
O 1.465 0.327 0.167
O -0.653 0.290 -0.931
O -0.356 -0.893 1.056
C -1.664 -0.369 -4.139
C -3.084 -0.095 -3.738
C -3.903 -1.352 -3.479
C -4.017 -2.242 -4.625
N -4.136 -2.892 -5.540
H -1.042 0.527 -4.207
H -1.581 -0.821 -5.138
H -1.156 -1.027 -3.431
H -3.594 0.616 -4.384
H -2.948 0.403 -2.769
H -4.889 -1.079 -3.096
H -3.505 -1.930 -2.636
C -4.092 -4.108 -0.205
C -2.843 -3.262 0.051
C -1.584 -4.087 -0.012
C -1.523 -5.105 1.053
N -1.491 -5.847 1.895
H -4.086 -4.562 -1.195
H -4.996 -3.527 -0.007
H -4.141 -4.908 0.541
H -2.943 -2.850 1.059
H -2.748 -2.421 -0.638
H -0.681 -3.524 0.252
H -1.421 -4.676 -0.915
C 2.008 -5.045 -0.970
C 3.005 -4.126 -0.323
C 2.657 -3.693 1.122
C 2.019 -4.710 1.924
N 1.541 -5.557 2.520
H 1.020 -4.585 -1.001
H 1.945 -5.989 -0.429
H 2.288 -5.250 -2.004
H 3.045 -3.190 -0.888
H 4.014 -4.532 -0.376
H 2.198 -2.707 1.206
H 3.618 -3.457 1.609
N 0.163 3.020 -1.812
C -0.731 3.787 -2.526
C -0.073 4.920 -2.927
C 1.225 4.881 -2.347
C 1.329 3.689 -1.658
H -0.109 2.148 -1.381
H -1.707 3.385 -2.733
H -0.443 5.713 -3.559
H 1.974 5.648 -2.427
H 2.167 3.307 -1.105
N 2.166 0.179 3.899
C 2.648 1.123 4.788
C 2.216 0.742 6.033
C 1.422 -0.427 5.887
C 1.407 -0.739 4.550
H 2.223 0.282 2.903
H 3.267 1.922 4.422
H 2.471 1.282 6.934
H 0.977 -0.952 6.712
H 0.959 -1.584 4.066
N 1.829 3.885 2.933
C 2.709 3.182 2.187
C 3.945 3.769 2.280
C 3.792 4.897 3.152
C 2.489 4.899 3.596
H 0.863 3.584 2.975
H 2.416 2.326 1.599
H 4.879 3.481 1.833
H 4.542 5.537 3.591
H 1.904 5.515 4.260
N -0.771 2.132 2.023
C -1.006 2.257 3.388
C -1.417 3.520 3.594
C -1.533 4.175 2.336
C -1.112 3.288 1.408
H -0.649 1.270 1.509
H -0.853 1.423 4.051
H -1.695 3.897 4.566
H -1.865 5.180 2.178
H -1.066 3.368 0.332
N 3.495 -0.938 -2.291
C 4.824 -0.671 -2.300
C 5.271 -0.876 -3.577
C 4.137 -1.212 -4.357
C 3.041 -1.199 -3.550
H 2.901 -0.785 -1.494
H 5.303 -0.343 -1.394
H 6.259 -0.775 -3.987
H 4.126 -1.327 -5.430
H 2.024 -1.486 -3.732
N -3.541 0.723 -0.088
C -4.597 -0.106 -0.286
C -5.554 0.595 -0.940
C -5.082 1.918 -1.061
C -3.824 1.960 -0.542
H -2.688 0.435 0.358
H -4.571 -1.124 0.055
H -6.503 0.163 -1.206
H -5.613 2.729 -1.530
H -3.129 2.769 -0.413
```

E_tot in a.u.: -2656.13662
Multiplicity: 1
Frontier orbital gap in eV: 8.70
Total charge: -1

---

No. 12
ORCA calculation (the ωB97M-V functional and the def2-TZVPD basis) on a molecular structure, C4H14InO5 at a distorted geometry.

```
24
Properties=species:S:1:pos:R:3
In -9.487 -2.426 6.167
O -4.320 -3.194 5.048
H -3.969 -4.076 4.926
H -3.618 -2.614 4.753
C -14.558 1.589 6.733
C -14.884 0.472 7.726
O -14.532 -0.793 7.428
O -13.126 1.605 6.539
H -14.827 2.542 7.189
H -15.080 1.642 5.778
H -15.957 0.592 7.879
H -14.539 0.658 8.743
H -15.282 -1.318 7.718
H -12.807 2.495 6.707
C -7.589 -5.911 11.047
C -9.104 -6.033 11.454
O -10.082 -5.862 10.446
O -7.211 -4.648 10.503
H -7.168 -6.693 10.416
H -6.903 -6.117 11.869
H -9.358 -5.313 12.232
H -9.296 -6.993 11.932
H -10.998 -5.946 10.721
H -6.254 -4.679 10.431
```

E_tot in a.u.: -725.71590
Multiplicity: 1
Frontier orbital gap in eV: 1.49
Total charge: +3

---

No. 13
ORCA calculation (the ωB97M-V functional and the def2-TZVPD basis) on a molecular structure, C10H29CeClIN2P2S at a distorted geometry.

```
47
Properties=species:S:1:pos:R:3
C -2.131 0.044 -2.054
I 2.748 -0.050 -0.182
H -1.948 0.139 -3.139
H -2.570 0.921 -1.592
H -2.554 -0.910 -1.755
Ce 0.031 -0.006 -1.501
P 0.185 2.541 -1.416
C -0.177 3.227 0.165
C 1.859 2.960 -1.872
H 1.782 3.989 -2.223
H -0.638 4.224 -2.730
H 2.254 2.304 -2.659
H -0.743 2.668 -3.622
H 0.517 2.848 0.925
H 2.506 2.875 -0.992
C -0.902 3.170 -2.659
H -0.055 4.303 0.036
H -1.949 3.048 -2.364
H -1.203 2.995 0.478
P 0.111 -2.553 -1.397
C -0.268 -3.217 0.191
C -0.988 -3.174 -2.630
H 2.194 -2.375 -2.630
H 1.672 -4.046 -2.198
H 2.421 -2.955 -0.963
C 1.776 -3.020 -1.845
H -0.851 -2.661 -3.590
H -0.719 -4.225 -2.718
H -0.176 -4.296 0.071
H -1.285 -2.951 0.502
H -2.030 -3.063 -2.312
H 0.436 -2.851 0.950
Cl 0.789 -0.016 -3.807
C 1.490 -0.503 4.377
N 0.965 -0.750 3.078
C 0.000 -0.005 2.558
S -0.076 0.004 0.910
N -0.965 0.749 3.066
C -1.496 0.526 4.367
H 1.022 0.372 4.814
H 2.565 -0.320 4.324
H 1.312 -1.386 4.992
H 1.497 -1.401 2.487
H -1.483 1.409 2.463
H -1.316 1.416 4.971
H -2.571 0.348 4.309
H -1.034 -0.347 4.814
```

E_tot in a.u.: -2821.18554
Multiplicity: 2
Frontier orbital gap (spin up / spin down) in eV: 7.60 / 5.08
Total charge: +2